ORCA calculation (ωB97M-V/def2-TZVPD) on a structure of composition C36H92Cl10NO20.

```
159
Properties=species:S:1:pos:R:3:forces:R:3:lowdin_charge:R:1
C 3.619 30.526 2.903 -1.9 0.3 -0.2 -0.12
C 4.710 30.363 3.939 0.6 -0.3 -0.5 -0.25
C 6.084 30.857 3.428 0.0 0.1 0.5 -0.18
C 7.199 30.922 4.548 0.0 0.5 -2.2 -0.03
N 8.509 31.660 4.010 0.6 -0.6 1.6 -0.23
C 9.060 30.979 2.768 -0.6 0.8 0.0 -0.10
C 9.768 29.732 3.270 -0.2 -1.2 -2.5 -0.18
C 10.288 29.940 4.624 -0.2 2.7 1.9 -0.14
C 9.691 31.362 5.031 -0.7 -0.9 -0.3 -0.04
C 8.298 33.149 3.793 -0.6 -0.9 0.3 0.03
H 2.648 30.380 3.376 0.0 -0.3 0.4 0.07
H 3.557 29.810 2.084 0.8 -0.2 0.0 0.08
H 3.416 31.497 2.450 0.9 0.4 0.1 0.08
H 4.735 29.286 4.102 0.3 0.0 0.4 0.11
H 4.443 30.833 4.886 0.0 0.1 -0.1 0.11
H 5.909 31.828 2.965 0.1 0.4 0.4 0.10
H 6.332 30.267 2.546 0.4 -0.5 0.3 0.11
H 7.536 29.933 4.858 -0.1 0.1 -0.1 0.13
H 6.795 31.456 5.407 0.4 0.2 0.0 0.13
H 9.706 31.701 2.270 0.5 0.0 0.4 0.13
H 8.258 30.891 2.035 -0.1 -0.6 0.3 0.12
H 10.567 29.484 2.572 0.0 0.0 -0.1 0.13
H 9.123 28.853 3.266 -0.3 0.2 -0.2 0.12
H 11.357 30.142 4.690 0.0 -0.7 -0.1 0.12
H 9.960 29.164 5.315 0.3 0.2 0.0 0.12
H 10.449 32.138 4.921 -0.3 0.1 -0.1 0.13
H 9.330 31.326 6.059 -0.3 0.4 -0.2 0.13
H 8.025 33.638 4.728 0.3 -0.2 0.1 0.11
H 7.420 33.250 3.155 0.3 0.1 -0.3 0.09
H 9.198 33.578 3.353 -0.2 -0.1 0.1 0.11
C 10.521 24.857 -3.420 0.8 -0.1 1.3 -1.97
Cl 9.702 26.414 -3.267 -0.3 0.0 -1.1 0.50
Cl 11.671 24.690 -4.790 -0.7 0.5 0.9 0.52
Cl 11.402 24.840 -1.795 0.1 -0.7 -1.0 0.42
Cl 9.392 23.508 -3.463 0.1 0.3 -0.1 0.53
C 2.708 39.361 1.288 -1.0 0.8 0.7 -0.20
C 2.157 38.103 0.649 -0.3 -0.2 -0.6 -0.27
O 2.730 36.945 1.185 0.4 -0.7 0.6 -0.07
O 2.225 39.528 2.655 0.8 -0.7 -0.3 -0.09
H 2.397 40.288 0.807 0.1 -0.2 -0.7 0.11
H 3.797 39.355 1.334 -0.1 -0.2 0.1 0.12
H 2.294 37.991 -0.427 0.4 0.7 -0.1 0.12
H 1.079 37.995 0.763 -0.4 0.6 0.2 0.12
H 2.387 36.876 2.079 0.2 -0.2 0.2 0.08
H 1.265 39.525 2.658 -0.1 0.1 -0.2 0.08
C 14.318 30.991 -3.519 0.4 0.8 -0.3 -0.24
C 13.078 31.733 -3.071 -1.1 -0.6 -0.2 -0.26
O 13.266 33.056 -2.594 0.7 -0.2 0.6 -0.07
O 14.846 31.774 -4.578 0.5 0.2 -0.2 -0.07
H 14.150 29.996 -3.929 -0.4 0.0 0.3 0.12
H 15.102 30.950 -2.763 -0.3 -0.3 0.5 0.12
H 12.539 31.146 -2.328 0.0 0.3 0.3 0.11
H 12.431 31.863 -3.939 -0.1 -0.6 -0.2 0.12
H 13.455 33.614 -3.352 -0.1 0.1 -0.1 0.08
H 15.220 32.509 -4.085 0.4 0.4 -0.5 0.07
C 0.300 29.905 11.274 1.6 1.0 -1.7 -0.27
C 1.813 30.204 10.980 -1.0 -0.3 1.8 -0.20
O 2.447 30.504 12.260 0.3 0.5 -1.5 -0.09
O 0.124 28.647 11.827 -0.3 -0.5 0.9 -0.05
H -0.254 30.012 10.341 -0.2 -0.1 -0.2 0.11
H -0.046 30.707 11.926 -0.1 -0.4 0.3 0.12
H 1.906 31.006 10.247 0.1 0.6 0.6 0.11
H 2.333 29.373 10.503 -0.2 -0.5 0.1 0.10
H 2.000 30.042 12.972 -0.2 -0.3 -0.2 0.07
H 0.530 28.007 11.238 0.0 -0.1 0.0 0.09
C -0.107 24.114 6.184 -0.9 -0.2 -1.9 -0.25
C -0.761 22.675 6.225 0.9 2.3 0.5 -0.22
O -0.224 22.104 7.398 -0.2 -0.9 -0.5 -0.07
O -0.243 24.808 7.394 0.4 -0.2 1.1 -0.07
H -0.554 24.773 5.440 -0.3 -0.4 -0.6 0.11
H 0.943 24.073 5.895 0.1 -0.3 0.5 0.12
H -0.545 22.128 5.307 0.3 -0.2 0.3 0.12
H -1.840 22.818 6.288 -0.3 -0.2 0.1 0.11
H -0.031 22.861 7.955 0.0 0.1 0.5 0.06
H -1.141 25.140 7.463 -0.1 0.0 0.0 0.10
C 11.132 38.411 -4.272 -0.2 -0.5 0.6 -0.23
C 9.941 37.839 -3.507 0.1 -0.9 0.0 -0.24
O 10.259 37.236 -2.231 0.0 0.5 -0.7 -0.08
O 12.071 37.371 -4.647 -0.8 0.4 0.7 -0.07
H 11.525 39.113 -3.536 0.8 0.3 -0.4 0.11
H 10.773 38.906 -5.175 -0.1 0.2 0.1 0.12
H 9.435 37.123 -4.155 -0.1 -0.3 0.0 0.11
H 9.217 38.612 -3.250 0.2 0.2 -0.2 0.12
H 10.960 36.591 -2.348 0.1 -0.1 -0.2 0.07
H 12.633 37.688 -5.358 0.0 0.1 0.0 0.08
C 14.059 34.635 12.695 -0.5 0.7 -0.8 -0.22
C 14.712 35.559 11.635 -1.2 -1.3 -0.7 -0.20
O 14.484 34.970 10.311 0.6 0.4 0.8 -0.09
O 12.612 34.604 12.709 0.5 0.5 0.8 -0.08
H 14.402 35.008 13.661 -0.4 -0.1 0.2 0.11
H 14.375 33.598 12.584 0.5 0.1 -0.2 0.11
H 15.779 35.655 11.836 0.0 -0.3 -0.3 0.11
H 14.307 36.571 11.617 -0.2 0.0 0.4 0.11
H 13.679 35.347 9.950 0.0 0.1 0.0 0.07
H 12.152 34.655 11.868 0.7 -0.1 -0.3 0.07
C 10.104 39.643 7.370 0.2 -0.6 -0.1 -0.22
C 9.353 40.168 8.570 -0.5 0.1 0.6 -0.24
O 8.104 39.505 8.750 0.0 -0.4 0.2 -0.07
O 10.876 38.456 7.708 -0.4 0.9 0.3 -0.08
H 10.711 40.450 6.960 0.4 -0.1 0.0 0.11
H 9.383 39.334 6.613 -0.2 0.3 -0.1 0.11
H 9.165 41.242 8.553 0.2 0.2 -0.7 0.12
H 9.921 40.070 9.495 0.2 -0.5 -0.1 0.12
H 7.388 40.041 8.402 0.1 0.1 0.0 0.08
H 11.401 38.196 6.948 0.0 0.1 -0.1 0.07
C 15.848 35.504 3.840 5.2 -0.3 0.6 -0.33
C 16.693 35.104 2.615 -0.9 0.3 -0.2 -0.24
O 16.068 34.054 1.924 0.2 -1.3 -0.3 -0.06
O 14.757 36.169 3.564 -5.2 1.6 -1.7 -0.03
H 16.473 36.256 4.322 0.9 -0.4 0.9 0.11
H 15.632 34.692 4.533 0.2 -0.2 -0.2 0.13
H 17.751 34.943 2.822 -0.2 -0.9 0.5 0.12
H 16.795 35.912 1.890 -0.4 0.9 0.2 0.11
H 15.470 34.389 1.252 0.1 0.1 0.1 0.08
H 14.852 36.687 2.761 0.0 0.1 0.0 0.10
C 6.649 34.516 10.978 0.9 -0.1 0.1 -0.24
C 6.413 35.401 12.202 1.0 -0.3 -0.3 -0.23
O 7.360 35.182 13.270 -1.3 -0.2 -0.3 -0.06
O 7.857 34.880 10.280 -0.5 0.2 0.1 -0.09
H 5.773 34.558 10.332 -0.1 0.1 -0.2 0.11
H 6.855 33.468 11.196 -0.4 0.0 0.6 0.12
H 5.370 35.273 12.489 0.3 -0.3 0.8 0.12
H 6.483 36.447 11.904 0.0 0.2 -0.3 0.11
H 8.251 35.334 12.947 0.0 0.0 -0.3 0.08
H 7.739 35.799 10.028 0.2 0.3 -0.2 0.07
C 4.194 31.858 -3.067 1.2 1.6 -0.2 -0.23
C 5.148 33.064 -2.983 1.4 -1.7 -1.3 -0.27
O 5.705 33.131 -1.708 -0.6 0.7 2.4 -0.08
O 2.974 32.348 -2.556 -0.5 -0.7 -0.1 -0.06
H 4.591 31.001 -2.523 0.0 0.0 0.2 0.11
H 4.147 31.590 -4.122 -0.7 0.0 0.0 0.12
H 4.592 33.934 -3.334 0.1 0.2 0.2 0.13
H 6.099 32.930 -3.498 -0.6 -0.2 -1.7 0.12
H 6.265 33.911 -1.685 0.0 0.1 0.2 0.09
H 3.236 32.901 -1.816 -0.3 0.1 0.3 0.08
Cl 4.569 20.458 3.134 -0.3 0.0 -2.0 0.43
C 4.426 20.723 1.263 1.0 0.2 0.9 -0.55
C 5.296 21.908 0.842 -0.7 0.5 0.0 -0.64
Cl 4.801 23.366 1.770 0.0 0.1 -0.2 0.49
H 3.385 20.887 0.986 0.1 0.2 0.5 0.07
H 4.760 19.832 0.730 0.1 -0.2 0.4 0.07
H 5.083 22.131 -0.203 -0.1 0.0 0.0 0.07
H 6.382 21.875 0.926 -0.2 -0.7 0.4 0.07
Cl 7.596 24.801 9.282 -0.6 0.2 0.2 0.52
C 6.798 23.221 9.190 0.5 -1.7 0.3 -0.65
C 7.524 22.222 10.164 -0.4 1.0 -0.3 -0.67
Cl 9.237 22.125 9.819 1.0 -0.2 -0.4 0.54
H 6.851 22.931 8.140 0.4 -0.3 0.2 0.06
H 5.732 23.185 9.415 0.1 0.8 0.4 0.07
H 7.175 21.189 10.165 -0.5 0.3 -0.2 0.07
H 7.505 22.631 11.175 -0.5 -0.1 -0.1 0.06
Cl 0.281 35.622 7.052 0.2 -1.0 -0.4 0.55
C -0.686 36.964 7.605 -0.2 1.0 0.4 -0.71
C -0.869 36.939 9.119 -0.1 0.4 -0.6 -0.67
Cl 0.656 37.321 9.920 0.5 -0.2 0.4 0.55
H -1.664 36.999 7.126 0.1 -0.4 -0.1 0.08
H -0.107 37.819 7.256 -0.3 0.3 0.4 0.06
H -1.239 35.964 9.437 0.1 0.1 0.1 0.07
H -1.535 37.736 9.447 -0.2 -0.2 -0.2 0.07
```
Positions in Å, forces in eV/Å.

Properties
net charge = +1
frontier orbital gap = 8.96 eV
F_max = 5.74 eV/Å
HOMO energy = -11.26 eV
LUMO = -2.300 eV